Molecular formula: C18H18N4O3
Method: DFT, ωB97M-V with the def2-TZVPD basis set

Calculated values
- Gap between HOMO and LUMO: 0.3150 Ha
- F_max: 1.1 eV/Å
- E: -1141.375318 hartree
- Spin multiplicity: 1
- SMILES: COc1cccc(OCCOc2cccc(/C=N/n3cnnc3)c2)c1
- Energy relative to the best compared isomer or geometry (same formula, charge and spin): 325.46 kJ/mol

Atoms and positions in Å:
C  4.067  -1.904  -0.656
H  3.516  -2.180  -1.559
O  3.298  -1.072  0.185
C  2.851  0.118  -0.299
C  2.077  0.868  0.580
C  1.535  2.087  0.193
C  1.781  2.575  -1.085
C  2.557  1.826  -1.951
C  3.089  0.604  -1.582
H  3.683  0.048  -2.288
H  2.753  2.206  -2.943
H  1.393  3.529  -1.403
O  0.772  2.714  1.139
C  -0.120  3.737  0.747
C  -1.288  3.763  1.754
O  -2.533  3.419  1.188
C  -2.747  2.154  0.727
C  -3.991  1.931  0.130
C  -4.304  0.690  -0.392
C  -3.386  -0.343  -0.349
C  -2.143  -0.133  0.247
C  -1.836  1.111  0.802
H  -0.878  1.243  1.277
C  -1.130  -1.167  0.273
N  -1.348  -2.308  -0.248
N  -0.396  -3.262  -0.268
C  0.914  -3.302  0.141
N  1.427  -4.458  -0.136
N  0.479  -5.215  -0.727
C  -0.600  -4.506  -0.807
H  -1.535  -4.815  -1.225
H  1.442  -2.499  0.610
H  -0.178  -0.895  0.736
H  -3.607  -1.309  -0.772
H  -5.270  0.534  -0.846
H  -4.692  2.750  0.088
H  -1.037  3.106  2.595
H  -1.442  4.775  2.133
H  0.402  4.701  0.739
H  -0.522  3.544  -0.255
H  1.906  0.502  1.581
H  5.012  -1.425  -0.931
H  4.265  -2.803  -0.076

***

Molecular formula: C18H18N8O4S2Ti
Method: DFT, ωB97M-V with the def2-TZVPD basis set

Calculated values
- Gap between HOMO and LUMO (alpha / beta): 0.1958 / 0.1957 Ha
- F_max: 0.3 eV/Å
- E: -3081.845026 hartree
- Spin multiplicity: 1
- Energy relative to the best compared isomer or geometry (same formula, charge and spin): 1.60 kJ/mol

Atoms and positions in Å:
Ti  -0.020  0.596  -0.707
O  2.709  1.645  2.240
C  2.054  1.463  1.075
O  1.008  0.710  1.040
C  2.466  2.013  -0.119
C  3.534  2.908  -0.432
C  3.704  3.327  -1.707
C  2.811  2.864  -2.736
C  1.820  2.010  -2.413
N  1.614  1.565  -1.126
C  0.786  1.426  -3.319
O  0.718  1.617  -4.504
O  -0.046  0.655  -2.617
H  2.199  1.203  2.931
H  4.182  3.243  0.367
H  4.500  4.013  -1.959
H  2.910  3.186  -3.764
N  2.682  -1.365  -0.565
C  1.609  -2.133  -0.407
N  1.792  -3.424  -0.134
C  0.684  -4.146  -0.023
N  0.812  -5.447  0.268
N  -0.580  -3.686  -0.179
C  -0.651  -2.399  -0.434
N  0.384  -1.559  -0.545
C  -1.995  -1.800  -0.633
C  -3.146  -2.567  -0.610
C  -4.359  -1.929  -0.822
C  -4.373  -0.564  -1.049
C  -3.173  0.129  -1.042
N  -2.009  -0.479  -0.832
H  3.590  -1.780  -0.468
H  2.573  -0.384  -0.788
H  1.729  -5.846  0.352
H  -0.008  -6.022  0.314
H  -3.072  -3.629  -0.434
H  -5.281  -2.495  -0.811
H  -5.295  -0.030  -1.223
H  -3.133  1.200  -1.192
C  -1.457  1.959  2.991
S  -1.968  0.335  2.413
C  -0.905  -0.688  3.443
H  -1.589  2.034  4.070
H  -2.087  2.700  2.503
H  -0.420  2.153  2.718
H  0.144  -0.477  3.229
H  -1.108  -1.730  3.196
H  -1.117  -0.532  4.500
S  -2.490  4.600  0.301
C  -1.669  3.269  -0.058
N  -1.065  2.289  -0.298

***

Molecular formula: C18H18O6
Method: DFT, ωB97M-V with the def2-TZVPD basis set

Calculated values
- Gap between HOMO and LUMO: 0.2960 Ha
- F_max: 5.9 eV/Å
- E: -1148.055154 hartree
- Spin multiplicity: 1
- SMILES: CC1=CC(=O)[C@@]2(C)C1=CC(=O)[C@@]13CO[C@]4(C)[C@@H](OC(=O)[C@@H]41)[C@H](O)[C@H]23
- Energy relative to the best compared isomer or geometry (same formula, charge and spin): 250.03 kJ/mol

Atoms and positions in Å:
O  2.478  0.307  2.692
O  -3.023  -1.675  0.920
O  -0.988  -1.580  -2.543
O  -2.443  0.309  1.900
O  0.222  2.672  1.182
O  -1.522  2.264  -0.991
C  2.544  -0.307  1.563
C  -2.592  -0.574  0.871
C  -0.273  -1.154  -1.661
C  3.044  -1.611  1.324
C  1.092  -1.775  -1.526
C  2.617  -2.275  0.215
C  1.794  -1.326  -0.443
C  2.745  -3.723  0.039
C  2.509  1.177  -0.235
C  -3.877  1.951  -0.383
C  -0.846  1.294  -1.845
C  1.644  -0.065  0.342
C  -1.967  1.511  1.249
C  -0.396  1.407  1.330
C  -2.198  0.056  -0.466
C  -2.460  1.497  -0.215
C  -0.701  0.045  -0.883
C  0.115  0.195  0.463
H  -0.120  2.986  0.298
H  3.763  -2.071  2.023
H  1.349  -2.722  -1.978
H  1.834  -4.159  0.359
H  3.541  -4.154  0.666
H  3.115  -4.014  -0.939
H  3.634  1.023  -0.396
H  2.497  2.031  0.393
H  2.091  1.455  -1.176
H  -4.404  1.324  0.355
H  -4.104  3.020  -0.156
H  -4.313  1.757  -1.396
H  -1.252  0.974  -2.782
H  0.177  1.579  -2.157
H  -2.256  2.325  1.855
H  -0.103  1.205  2.372
H  -2.805  -0.448  -1.290
H  -0.160  -0.735  1.049

***

Molecular formula: C18H19Cl2FN2O2
Method: DFT, ωB97M-V with the def2-TZVPD basis set

Calculated values
- Gap between HOMO and LUMO: 0.3474 Ha
- F_max: 2.3 eV/Å
- E: -1977.517443 hartree
- Spin multiplicity: 1
- SMILES: CCN(CC)C(=O)[C@H](F)C(=O)c1ccccc1.Clc1cccc(Cl)n1

Atoms and positions in Å:
Cl  1.516  3.624  2.486
C  0.782  2.765  1.173
N  -0.507  2.453  1.281
F  -1.415  2.450  3.492
C  -1.070  1.629  0.425
Cl  -2.640  1.042  0.779
C  -0.408  1.305  -0.770
C  0.879  1.765  -1.014
C  1.489  2.484  0.004
H  -0.948  0.732  -1.504
H  1.400  1.558  -1.950
H  2.500  2.865  -0.081
C  -5.657  3.062  3.940
C  -5.112  2.458  5.226
N  -4.174  1.312  5.012
C  -4.808  -0.023  5.095
C  -4.904  -0.574  6.489
C  -2.819  1.366  5.057
C  -2.127  2.704  4.696
C  -1.003  3.195  5.606
C  -0.726  4.680  5.658
C  -1.736  5.642  5.842
C  -1.449  7.002  5.883
C  -0.134  7.469  5.749
C  0.883  6.502  5.610
C  0.601  5.138  5.600
O  -0.167  2.455  6.049
O  -2.100  0.385  5.175
H  -6.280  3.937  4.176
H  -4.859  3.426  3.293
H  -6.283  2.363  3.368
H  -4.630  3.226  5.847
H  -5.953  2.066  5.801
H  -5.788  0.117  4.628
H  -4.214  -0.644  4.438
H  -5.348  -1.565  6.436
H  -3.929  -0.628  6.953
H  -5.540  0.061  7.102
H  -2.801  3.532  4.368
H  -2.774  5.276  5.932
H  -2.248  7.711  6.030
H  0.100  8.530  5.824
H  1.921  6.857  5.518
H  1.377  4.412  5.483